(1)
Below is C26H20IN4O8PW as an isolated structure, with properties calculated with ωB97M-V/def2-TZVPD.

Geometry as XYZ:
```
61
C26H20IN4O8PW | the Open Molecules 2025 dataset | ωB97M-V/def2-TZVPD
W -2.319 0.470 -0.001
O -4.135 -0.508 -1.386
N -2.786 -0.474 -1.850
C -2.439 -1.484 -2.563
C -1.091 -1.858 -2.867
C -0.962 -2.918 -3.775
C 0.285 -3.408 -4.119
C 1.411 -2.858 -3.530
C 1.295 -1.818 -2.606
C 0.060 -1.292 -2.270
P 0.088 0.086 -1.073
C 1.299 -0.425 0.171
C 2.524 0.233 0.295
C 3.443 -0.188 1.244
C 3.157 -1.268 2.065
C 1.955 -1.950 1.919
C 1.031 -1.538 0.974
C 0.755 1.497 -1.983
C 0.872 1.469 -3.372
C 1.333 2.590 -4.049
C 1.680 3.735 -3.347
C 1.562 3.767 -1.962
C 1.093 2.659 -1.278
H -4.606 0.218 -1.835
H -3.250 -2.101 -2.945
H -1.853 -3.357 -4.206
H 0.375 -4.220 -4.826
H 2.393 -3.239 -3.775
H 2.193 -1.422 -2.147
H 2.778 1.066 -0.341
H 4.389 0.330 1.335
H 3.879 -1.594 2.802
H 1.744 -2.818 2.531
H 0.117 -2.101 0.853
H 0.622 0.578 -3.934
H 1.430 2.563 -5.126
H 2.048 4.602 -3.878
H 1.839 4.657 -1.412
H 1.005 2.694 -0.198
O 0.122 -0.979 7.045
N -0.656 -1.462 6.258
O -1.310 -2.468 6.407
C -0.820 -0.753 4.964
C -0.087 0.396 4.742
C -0.213 1.036 3.526
C -1.090 0.553 2.557
O -1.225 1.166 1.353
C -1.832 -0.601 2.836
C -1.696 -1.273 4.033
N -2.762 -1.114 1.843
O -3.515 0.032 1.426
O -1.952 -1.288 0.653
N 0.623 2.224 3.278
O 0.942 2.875 4.238
O 0.937 2.451 2.124
H 0.579 0.781 5.503
H -2.266 -2.167 4.243
I -3.878 2.779 -0.414
C -1.936 2.245 -1.157
H -1.226 2.956 -0.753
H -1.951 2.236 -2.241
```

molecular weight	858.18	g/mol
charge	+2
2S+1	1
LUMO level	-8.490	eV
energy above the lowest of the compared OMol25 structures with the same formula, charge and spin	0.000	eV
calculated total energy	-2528.98935	Ha
HOMO	-0.5487	Eh
HOMO-LUMO gap	6.4	eV



(2)
Below is C49H31BrF3N4O2S2SbV as an isolated structure, with properties calculated with ωB97M-V/def2-TZVPD.

Geometry as XYZ:
```
94
C49H31BrF3N4O2S2SbV | the Open Molecules 2025 dataset | ωB97M-V/def2-TZVPD
V 1.888 -1.147 0.597
C 5.230 -2.567 -0.226
O 3.866 -2.350 -0.527
C 3.512 -2.342 -1.854
C 4.408 -2.453 -2.900
C 3.945 -2.480 -4.217
C 2.584 -2.429 -4.459
C 1.683 -2.326 -3.405
C 2.128 -2.241 -2.083
N 1.301 -2.102 -0.980
N -0.005 -2.387 -1.289
C -0.795 -2.803 -0.299
C -0.361 -3.072 1.052
O 0.853 -2.947 1.432
C -1.352 -3.525 1.981
C -2.651 -3.738 1.640
C -3.100 -3.527 0.303
C -4.437 -3.761 -0.076
C -4.868 -3.538 -1.359
C -3.957 -3.067 -2.319
C -2.646 -2.839 -1.976
C -2.178 -3.062 -0.663
H 5.563 -3.520 -0.648
H 5.851 -1.754 -0.613
H 5.303 -2.591 0.857
H 5.468 -2.521 -2.706
H 4.654 -2.553 -5.033
H 2.211 -2.468 -5.476
H 0.617 -2.305 -3.578
H -1.015 -3.674 3.000
H -3.365 -4.072 2.386
H -5.132 -4.117 0.678
H -5.905 -3.703 -1.627
H -4.290 -2.880 -3.333
H -1.939 -2.483 -2.714
S 0.548 -0.131 2.325
C 1.500 -0.283 3.767
C 0.951 0.098 4.996
C 1.675 0.031 6.176
C 1.063 0.431 7.412
N 0.561 0.751 8.398
C 3.001 -0.433 6.146
C 3.553 -0.823 4.933
C 2.832 -0.764 3.740
S 3.579 -1.236 2.242
C 3.795 -0.507 7.339
N 4.453 -0.571 8.282
H -0.070 0.457 5.021
H 4.573 -1.184 4.908
F -7.627 1.262 -1.781
C -6.309 1.205 -1.439
C -5.366 1.619 -2.354
C -4.024 1.552 -2.000
C -3.625 1.077 -0.752
C -4.617 0.647 0.129
C -5.966 0.722 -0.196
Sb -1.545 0.791 -0.181
C -0.832 1.694 -1.998
C -0.801 3.051 -2.306
C -0.341 3.495 -3.540
C 0.066 2.557 -4.465
F 0.521 2.987 -5.671
C 0.036 1.202 -4.211
C -0.407 0.781 -2.964
C -1.467 2.519 1.108
C -0.457 3.473 1.020
C -0.330 4.479 1.971
C -1.223 4.507 3.019
F -1.112 5.490 3.951
C -2.223 3.568 3.162
C -2.331 2.573 2.200
H -5.679 1.985 -3.324
H -3.280 1.882 -2.715
H -4.344 0.220 1.088
H -6.736 0.388 0.487
H -1.142 3.783 -1.583
H -0.292 4.548 -3.784
H 0.380 0.500 -4.959
H -0.404 -0.281 -2.732
H 0.275 3.422 0.223
H 0.457 5.219 1.910
H -2.884 3.608 4.017
H -3.102 1.820 2.323
Br 3.545 4.996 -1.892
C 3.131 3.259 -1.199
C 3.023 3.078 0.168
C 2.692 1.817 0.651
C 2.454 0.703 -0.176
C 2.608 0.961 -1.549
C 2.938 2.210 -2.072
H 3.181 3.907 0.847
H 2.605 1.706 1.726
H 2.454 0.166 -2.271
H 3.023 2.360 -3.141
```

molecular weight	1081.55	g/mol
charge	-2
<S²>	3.8032
2S+1	4
LUMO level (alpha / beta)	3.783 / 3.783	eV
energy above the lowest of the compared OMol25 structures with the same formula, charge and spin	1.137	eV
calculated total energy	-7109.69408	Ha
HOMO (alpha / beta)	-0.0444 / -0.0878	Eh
HOMO-LUMO gap (alpha / beta)	5.0 / 6.2	eV



(3)
Below is the molecule C4H9N3, with properties calculated with ωB97M-V/def2-TZVPD.

Geometry as XYZ:
```
16
C4H9N3 | the Open Molecules 2025 dataset | ωB97M-V/def2-TZVPD
C 1.697 -1.143 -0.050
N -0.765 -1.058 -0.190
C 0.412 -0.399 -0.244
N 1.020 1.845 0.629
C -1.862 -0.129 0.070
C 0.179 0.967 -0.054
N -2.903 -0.122 -0.702
H -0.908 -1.868 -0.789
H 1.874 1.443 0.995
H 1.229 2.704 0.132
H -3.738 0.118 -0.163
H -1.909 0.156 1.133
H -0.401 1.511 -0.797
H 2.554 -0.531 -0.339
H 1.686 -2.072 -0.630
H 1.834 -1.424 1.000
```

molecular weight	99.14	g/mol
charge	0
structure (SMILES)	[H]/N=C/N/C(C)=C/N
2S+1	1
LUMO level	0.917	eV
energy above the lowest of the compared OMol25 structures with the same formula, charge and spin	2.445	eV
calculated total energy	-322.00049	Ha
HOMO	-0.2598	Eh
HOMO-LUMO gap	8.0	eV



Question: Which of these has the highest calculated total energy?
Answer: C4H9N3



Question: Which of these has the highest calculated total energy?
Answer: C4H9N3